A cluster of 21 separate species, C59H160O21 in total, computed with ωB97M-V with the def2-TZVPD basis set.

Each atom is followed by the atoms it is bonded to, with distances in Å.
Geometry (Å):
1 C 22.617 -18.052 -9.089  C2 1.544, H5 1.090, H6 1.090, H7 1.090
2 C 22.158 -18.348 -10.534  C1 1.544, C3 1.545, O4 1.415, H8 1.090
3 C 22.308 -19.817 -10.987  C2 1.545, H9 1.090, H10 1.090, H11 1.090
4 O 20.752 -18.240 -10.657  C2 1.415, H12 0.960
5 H 23.670 -18.290 -8.939  C1 1.090
6 H 22.112 -18.643 -8.325  C1 1.090
7 H 22.473 -17.011 -8.800  C1 1.090
8 H 22.649 -17.629 -11.191  C2 1.090
9 H 23.300 -20.245 -11.132  C3 1.090
10 H 21.696 -20.054 -11.857  C3 1.090
11 H 21.923 -20.409 -10.157  C3 1.090
12 H 20.569 -17.330 -10.412  O4 0.960
13 C 17.146 -18.326 -5.868  C14 1.557, H17 1.090, H18 1.090, H19 1.090
14 C 17.550 -17.842 -4.444  C13 1.557, C15 1.527, O16 1.416, H20 1.090
15 C 18.278 -16.500 -4.419  C14 1.527, H21 1.090, H22 1.090, H23 1.090
16 O 16.418 -17.574 -3.636  C14 1.416, H24 0.960
17 H 16.561 -19.246 -5.863  C13 1.090
18 H 18.078 -18.376 -6.431  C13 1.090
19 H 16.486 -17.678 -6.445  C13 1.090
20 H 18.163 -18.591 -3.942  C14 1.090
21 H 18.333 -16.108 -3.403  C15 1.090
22 H 17.757 -15.837 -5.109  C15 1.090
23 H 19.313 -16.466 -4.759  C15 1.090
24 H 16.083 -16.725 -3.933  O16 0.960
25 C 10.945 -14.615 1.611  C26 1.561, H29 1.090, H30 1.090, H31 1.090
26 C 12.319 -15.022 0.990  C25 1.561, C27 1.491, O28 1.403, H32 1.090
27 C 12.972 -13.938 0.201  C26 1.491, H33 1.090, H34 1.090, H35 1.090
28 O 13.201 -15.431 2.003  C26 1.403, H36 0.960
29 H 10.272 -14.471 0.766  C25 1.090
30 H 10.941 -13.628 2.075  C25 1.090
31 H 10.459 -15.280 2.324  C25 1.090
32 H 12.106 -15.842 0.305  C26 1.090
33 H 13.935 -14.277 -0.182  C27 1.090
34 H 12.995 -13.046 0.826  C27 1.090
35 H 12.383 -13.590 -0.648  C27 1.090
36 H 12.743 -16.025 2.601  O28 0.960
37 C 24.303 -21.191 -0.439  C38 1.531, H41 1.090, H42 1.090, H43 1.090
38 C 23.196 -20.235 -0.892  C37 1.531, C39 1.506, O40 1.365, H44 1.090
39 C 22.755 -20.509 -2.306  C38 1.506, H45 1.090, H46 1.090, H47 1.090
40 O 22.123 -20.438 -0.074  C38 1.365, H48 0.960
41 H 24.026 -22.245 -0.412  C37 1.090
42 H 24.576 -20.854 0.561  C37 1.090
43 H 25.217 -21.116 -1.029  C37 1.090
44 H 23.580 -19.221 -0.786  C38 1.090
45 H 22.013 -19.801 -2.676  C39 1.090
46 H 22.380 -21.525 -2.430  C39 1.090
47 H 23.588 -20.323 -2.983  C39 1.090
48 H 21.508 -19.711 -0.188  O40 0.960
49 C 13.969 -21.228 -7.905  C50 1.563, H53 1.090, H54 1.090, H55 1.090
50 C 13.883 -21.628 -9.414  C49 1.563, C51 1.499, O52 1.421, H56 1.090
51 C 12.478 -21.655 -9.937  C50 1.499, H57 1.090, H58 1.090, H59 1.090
52 O 14.683 -20.735 -10.176  C50 1.421, H60 0.960
53 H 13.331 -20.363 -7.726  C49 1.090
54 H 14.965 -20.944 -7.567  C49 1.090
55 H 13.596 -21.985 -7.215  C49 1.090
56 H 14.178 -22.672 -9.517  C50 1.090
57 H 12.502 -22.025 -10.962  C51 1.090
58 H 11.988 -20.682 -9.966  C51 1.090
59 H 11.805 -22.242 -9.313  C51 1.090
60 H 14.229 -19.906 -10.342  O52 0.960
61 C 18.831 -16.358 -8.251  C62 1.537, H65 1.090, H66 1.090, H67 1.090
62 C 19.453 -15.115 -8.908  C61 1.537, C63 1.554, O64 1.409, H68 1.090
63 C 20.416 -14.307 -7.995  C62 1.554, H69 1.090, H70 1.090, H71 1.090
64 O 20.240 -15.516 -10.006  C62 1.409, H72 0.960
65 H 18.324 -16.953 -9.010  C61 1.090
66 H 18.052 -16.182 -7.509  C61 1.090
67 H 19.577 -16.938 -7.707  C61 1.090
68 H 18.755 -14.373 -9.296  C62 1.090
69 H 19.944 -13.802 -7.152  C63 1.090
70 H 20.775 -13.504 -8.640  C63 1.090
71 H 21.256 -14.897 -7.627  C63 1.090
72 H 20.426 -14.670 -10.420  O64 0.960
73 C 21.657 -18.119 -5.325  C74 1.568, H77 1.090, H78 1.090, H79 1.090
74 C 22.605 -16.897 -5.064  C73 1.568, C75 1.532, O76 1.435, H80 1.090
75 C 23.175 -16.944 -3.643  C74 1.532, H81 1.090, H82 1.090, H83 1.090
76 O 23.608 -16.919 -6.090  C74 1.435, H84 0.960
77 H 21.008 -18.317 -4.472  C73 1.090
78 H 22.251 -19.023 -5.456  C73 1.090
79 H 21.000 -17.946 -6.177  C73 1.090
80 H 22.027 -15.974 -5.080  C74 1.090
81 H 23.756 -16.070 -3.349  C75 1.090
82 H 23.828 -17.800 -3.476  C75 1.090
83 H 22.388 -17.174 -2.925  C75 1.090
84 H 23.989 -17.797 -6.168  O76 0.960
85 C 16.098 -12.980 -3.727  C86 1.505, H89 1.090, H90 1.090, H91 1.090
86 C 15.313 -14.221 -3.396  C85 1.505, C87 1.538, O88 1.367, H92 1.090
87 C 13.832 -13.837 -3.248  C86 1.538, H93 1.090, H94 1.090, H95 1.090
88 O 15.466 -15.086 -4.444  C86 1.367, H96 0.960
89 H 15.869 -12.095 -3.134  C85 1.090
90 H 15.925 -12.567 -4.721  C85 1.090
91 H 17.174 -13.086 -3.585  C85 1.090
92 H 15.612 -14.736 -2.483  C86 1.090
93 H 13.141 -14.679 -3.209  C87 1.090
94 H 13.523 -13.167 -4.051  C87 1.090
95 H 13.674 -13.262 -2.336  C87 1.090
96 H 15.262 -14.573 -5.229  O88 0.960
97 C 11.259 -17.869 -4.247  C98 1.536, H101 1.090, H102 1.090, H103 1.090
98 C 12.546 -17.217 -4.776  C97 1.536, C99 1.511, O100 1.385, H104 1.090
99 C 13.314 -18.178 -5.654  C98 1.511, H105 1.090, H106 1.090, H107 1.090
100 O 12.209 -16.134 -5.570  C98 1.385, H108 0.960
101 H 10.624 -17.147 -3.734  C97 1.090
102 H 11.480 -18.699 -3.577  C97 1.090
103 H 10.591 -18.310 -4.987  C97 1.090
104 H 13.201 -16.958 -3.944  C98 1.090
105 H 12.675 -18.471 -6.487  C99 1.090
106 H 13.717 -19.079 -5.192  C99 1.090
107 H 14.166 -17.680 -6.116  C99 1.090
108 H 13.008 -15.726 -5.913  O100 0.960
109 C 17.083 -15.484 0.565  C110 1.518, H113 1.090, H114 1.090, H115 1.090
110 C 16.880 -15.535 2.069  C109 1.518, C111 1.569, O112 1.401, H116 1.090
111 C 18.188 -15.419 2.928  C110 1.569, H117 1.090, H118 1.090, H119 1.090
112 O 16.046 -14.451 2.368  C110 1.401, H120 0.960
113 H 17.672 -14.595 0.336  C109 1.090
114 H 16.237 -15.406 -0.116  C109 1.090
115 H 17.775 -16.266 0.253  C109 1.090
116 H 16.356 -16.464 2.293  C110 1.090
117 H 18.949 -16.172 2.721  C111 1.090
118 H 18.022 -15.517 4.001  C111 1.090
119 H 18.721 -14.474 2.820  C111 1.090
120 H 15.195 -14.697 2.000  O112 0.960
121 C 15.859 -13.305 -7.820  C122 1.529, H125 1.090, H126 1.090, H127 1.090
122 C 14.643 -14.229 -7.753  C121 1.529, C123 1.531, O124 1.436, H128 1.090
123 C 14.882 -15.711 -8.054  C122 1.531, H129 1.090, H130 1.090, H131 1.090
124 O 14.031 -14.143 -6.457  C122 1.436, H132 0.960
125 H 15.595 -12.296 -7.503  C121 1.090
126 H 16.080 -13.237 -8.885  C121 1.090
127 H 16.709 -13.710 -7.271  C121 1.090
128 H 13.894 -13.847 -8.447  C122 1.090
129 H 15.641 -16.199 -7.442  C123 1.090
130 H 15.254 -15.743 -9.077  C123 1.090
131 H 13.997 -16.344 -8.123  C123 1.090
132 H 13.669 -13.255 -6.416  O124 0.960
133 C 17.686 -10.010 -8.732  C134 1.540, H137 1.090, H138 1.090, H139 1.090
134 C 18.263 -9.350 -7.466  C133 1.540, C135 1.552, O136 1.369, H140 1.090
135 C 17.897 -10.174 -6.202  C134 1.552, H141 1.090, H142 1.090, H143 1.090
136 O 19.628 -9.290 -7.563  C134 1.369, H144 0.960
137 H 17.785 -11.095 -8.766  C133 1.090
138 H 18.098 -9.632 -9.668  C133 1.090
139 H 16.639 -9.705 -8.722  C133 1.090
140 H 17.816 -8.361 -7.366  C134 1.090
141 H 16.809 -10.179 -6.131  C135 1.090
142 H 18.340 -9.722 -5.314  C135 1.090
143 H 18.282 -11.193 -6.243  C135 1.090
144 H 20.073 -9.086 -6.738  O136 0.960
145 C 14.326 -23.186 -4.605  C146 1.524, H149 1.090, H150 1.090, H151 1.090
146 C 13.576 -23.179 -3.277  C145 1.524, C147 1.504, O148 1.422, H152 1.090
147 C 12.565 -22.066 -3.301  C146 1.504, H153 1.090, H154 1.090, H155 1.090
148 O 12.954 -24.436 -3.047  C146 1.422, H156 0.960
149 H 15.166 -23.876 -4.534  C145 1.090
150 H 14.745 -22.196 -4.786  C145 1.090
151 H 13.624 -23.467 -5.390  C145 1.090
152 H 14.242 -23.036 -2.426  C146 1.090
153 H 12.965 -21.068 -3.476  C147 1.090
154 H 12.034 -22.088 -2.349  C147 1.090
155 H 11.826 -22.061 -4.103  C147 1.090
156 H 13.664 -25.001 -2.735  O148 0.960
157 C 20.202 -12.250 -3.902  C158 1.537, H161 1.090, H162 1.090, H163 1.090
158 C 19.570 -11.316 -2.857  C157 1.537, C159 1.573, O160 1.410, H164 1.090
159 C 19.498 -12.004 -1.445  C158 1.573, H165 1.090, H166 1.090, H167 1.090
160 O 20.388 -10.167 -2.850  C158 1.410, H168 0.960
161 H 21.213 -12.458 -3.552  C157 1.090
162 H 20.206 -11.921 -4.941  C157 1.090
163 H 19.555 -13.120 -4.013  C157 1.090
164 H 18.569 -11.014 -3.166  C158 1.090
165 H 19.133 -13.030 -1.467  C159 1.090
166 H 18.676 -11.507 -0.930  C159 1.090
167 H 20.389 -11.908 -0.824  C159 1.090
168 H 21.008 -10.275 -2.125  O160 0.960
169 C 22.721 -14.911 1.221  C170 1.551, H173 1.090, H174 1.090, H175 1.090
170 C 22.043 -15.358 -0.100  C169 1.551, C171 1.490, O172 1.410, H176 1.090
171 C 22.463 -14.535 -1.270  C170 1.490, H177 1.090, H178 1.090, H179 1.090
172 O 22.315 -16.714 -0.377  C170 1.410, H180 0.960
173 H 22.505 -13.865 1.438  C169 1.090
174 H 23.806 -14.932 1.123  C169 1.090
175 H 22.483 -15.565 2.060  C169 1.090
176 H 20.964 -15.217 -0.029  C170 1.090
177 H 22.235 -13.488 -1.071  C171 1.090
178 H 21.931 -14.818 -2.178  C171 1.090
179 H 23.513 -14.591 -1.556  C171 1.090
180 H 23.259 -16.838 -0.498  O172 0.960
181 C 14.156 -20.124 -0.313  C182 1.527, H185 1.090, H186 1.090, H187 1.090
182 C 14.462 -19.121 -1.423  C181 1.527, C183 1.488, O184 1.420, H188 1.090
183 C 14.820 -17.778 -0.893  C182 1.488, H189 1.090, H190 1.090, H191 1.090
184 O 15.629 -19.577 -2.090  C182 1.420, H192 0.960
185 H 13.284 -19.780 0.243  C181 1.090
186 H 14.976 -20.242 0.396  C181 1.090
187 H 14.055 -21.084 -0.819  C181 1.090
188 H 13.631 -19.017 -2.121  C182 1.090
189 H 15.803 -17.773 -0.421  C183 1.090
190 H 14.098 -17.454 -0.143  C183 1.090
191 H 14.871 -17.055 -1.707  C183 1.090
192 H 15.969 -18.807 -2.552  O184 0.960
193 C 19.226 -22.369 -10.023  C194 1.576, H197 1.090, H198 1.090, H199 1.090
194 C 17.905 -21.528 -9.846  C193 1.576, C195 1.566, O196 1.385, H200 1.090
195 C 17.910 -20.295 -10.810  C194 1.566, H201 1.090, H202 1.090, H203 1.090
196 O 16.838 -22.307 -10.260  C194 1.385, H204 0.960
197 H 19.483 -22.454 -11.079  C193 1.090
198 H 19.118 -23.376 -9.618  C193 1.090
199 H 20.068 -21.889 -9.523  C193 1.090
200 H 17.792 -21.060 -8.868  C194 1.090
201 H 18.039 -20.544 -11.863  C195 1.090
202 H 18.711 -19.606 -10.541  C195 1.090
203 H 17.014 -19.681 -10.716  C195 1.090
204 H 16.015 -21.825 -10.148  O196 0.960
205 C 16.237 -24.763 -7.357  C206 1.577, H209 1.090, H210 1.090, H211 1.090
206 C 16.704 -25.832 -6.296  C205 1.577, C207 1.592, O208 1.382, H212 1.090
207 C 16.968 -27.181 -7.100  C206 1.592, H213 1.090, H214 1.090, H215 1.090
208 O 17.899 -25.361 -5.785  C206 1.382, H216 0.960
209 H 15.207 -24.980 -7.637  C205 1.090
210 H 16.768 -24.806 -8.309  C205 1.090
211 H 16.246 -23.756 -6.942  C205 1.090
212 H 15.980 -25.941 -5.489  C206 1.090
213 H 17.360 -27.948 -6.432  C207 1.090
214 H 17.667 -26.941 -7.901  C207 1.090
215 H 16.017 -27.552 -7.482  C207 1.090
216 H 17.789 -24.507 -5.362  O208 0.960
217 C 19.773 -21.822 -4.039  C218 1.476, H221 1.090, H222 1.090, H223 1.090
218 C 18.568 -22.040 -4.862  C217 1.476, C219 1.549, O220 1.397, H224 1.090
219 C 18.905 -22.330 -6.346  C218 1.549, H225 1.090, H226 1.090, H227 1.090
220 O 17.802 -23.086 -4.341  C218 1.397, H228 0.960
221 H 20.280 -20.929 -4.407  C217 1.090
222 H 20.515 -22.604 -4.200  C217 1.090
223 H 19.575 -21.618 -2.987  C217 1.090
224 H 17.929 -21.162 -4.773  C218 1.090
225 H 19.440 -23.243 -6.607  C219 1.090
226 H 19.499 -21.517 -6.763  C219 1.090
227 H 18.016 -22.452 -6.965  C219 1.090
228 H 17.607 -22.848 -3.432  O220 0.960
229 C 17.129 -22.178 -0.427  O230 1.443, H231 1.090, H232 1.090, H233 1.090
230 O 17.011 -21.846 -1.826  C229 1.443, H234 0.960
231 H 16.303 -22.862 -0.232  C229 1.090
232 H 18.024 -22.793 -0.331  C229 1.090
233 H 17.122 -21.341 0.271  C229 1.090
234 H 16.392 -21.127 -1.977  O230 0.960
235 C 19.411 -19.002 -1.251  O236 1.408, H237 1.090, H238 1.090, H239 1.090
236 O 20.198 -18.568 -0.168  C235 1.408, H240 0.960
237 H 19.435 -20.091 -1.266  C235 1.090
238 H 18.342 -18.804 -1.169  C235 1.090
239 H 19.724 -18.625 -2.225  C235 1.090
240 H 20.820 -17.905 -0.476  O236 0.960

Its net charge is 0. The value obtained for the energy relative to the best compared isomer or geometry (same formula, charge and spin) is 2.2057 eV. As for the maximum force: 3.01 eV/A. For the gap between HOMO and LUMO, the calculation gives 8.802 eV. The LUMO energy comes out at -0.0790 eV.

Atom charges from the Löwdin analysis, given in e for atoms 1 to 99: -0.0526, -0.4542, -0.0494, -0.0818, 0.0769, 0.0651, 0.0618, 0.1302, 0.0716, 0.0792, 0.0604, 0.0308, -0.0160, -0.4077, -0.0426, -0.0829, 0.0724, 0.0695, 0.0407, 0.1199, 0.0887, 0.0663, 0.0607, 0.0449, -0.0412, -0.4997, -0.0554, -0.0459, 0.0759, 0.0765, 0.0756, 0.1236, 0.0716, 0.0964, 0.0766, 0.1003, -0.0467, -0.5399, -0.0555, -0.0258, 0.0840, 0.0770, 0.0747, 0.1209, 0.0492, 0.0884, 0.0756, 0.0257, -0.0228, -0.4641, -0.0626, -0.0636, 0.0563, 0.0717, 0.0612, 0.1378, 0.0884, 0.0793, 0.0889, 0.1097, -0.0257, -0.4513, -0.0299, -0.0586, 0.0895, 0.0409, 0.0671, 0.1248, 0.0644, 0.0763, 0.0746, 0.1026, -0.0497, -0.4331, -0.0644, -0.0530, 0.0461, 0.0831, 0.0523, 0.1235, 0.0719, 0.0746, 0.0593, 0.0825, -0.0340, -0.4730, -0.0314, -0.0724, 0.0893, 0.0737, 0.0646, 0.1318, 0.0815, 0.0766, 0.0572, 0.0497, -0.0375, -0.5110, -0.0515